Formula: C24H71N13O9
Source: OMol25
Level of theory: wB97M-V/def2-TZVPD

Values from the calculation:
**Net charge**: 0
**HOMO**: -0.32806 hartree
**Energy relative to the best compared isomer or geometry (same formula, charge and spin)**: 648.81 kJ/mol
**SMILES**: COC[C@H](C)N.COC[C@H](C)N.COC[C@H](C)N.COC[C@H](C)N.COC[C@H](C)N.NC(N)=O.NC(N)=O.NC(N)=O.NC(N)=O

Last column: Löwdin charge in e.
Positions of all 117 atoms, in Å:
C  -2.465  -0.367  1.214  -0.072
C  -1.511  -0.666  0.098  -0.377
C  -0.153  0.116  0.265  -0.180
O  0.825  -0.177  -0.690  -0.203
C  1.870  0.726  -0.636  -0.126
N  -1.389  -2.133  -0.075  0.044
H  -2.674  0.684  1.412  0.068
H  -2.084  -0.941  2.059  0.086
H  -3.418  -0.893  1.165  0.072
H  -1.972  -0.360  -0.840  0.123
H  0.374  0.058  1.217  0.131
H  -0.462  1.159  0.193  0.119
H  1.457  1.730  -0.735  0.096
H  2.688  0.316  -1.228  0.090
H  2.439  0.621  0.289  0.077
H  -2.285  -2.595  -0.019  0.052
H  -1.037  -2.256  -1.014  0.051
C  -5.406  3.414  -0.089  -0.077
C  -5.863  3.664  1.325  -0.412
C  -7.414  3.862  1.343  -0.144
O  -7.567  5.193  0.753  -0.185
C  -8.686  5.555  0.036  -0.141
N  -5.357  2.547  2.177  0.029
H  -6.129  2.828  -0.657  0.077
H  -4.448  2.896  -0.113  0.070
H  -5.410  4.398  -0.558  0.078
H  -5.338  4.536  1.714  0.134
H  -7.837  3.670  2.329  0.115
H  -7.745  3.010  0.750  0.111
H  -8.911  6.516  0.500  0.083
H  -9.616  5.029  0.249  0.087
H  -8.551  5.753  -1.027  0.085
H  -4.409  2.299  1.930  0.031
H  -5.796  1.666  1.954  0.057
C  -1.771  -0.910  -4.440  -0.048
C  -0.302  -1.252  -4.750  -0.412
C  0.693  -0.191  -5.104  -0.156
O  2.005  -0.853  -5.428  -0.181
C  3.027  0.100  -5.594  -0.134
N  0.149  -1.894  -3.494  0.035
H  -2.147  -0.169  -5.145  0.070
H  -1.911  -0.471  -3.452  0.060
H  -2.441  -1.768  -4.497  0.078
H  -0.223  -2.109  -5.419  0.139
H  0.840  0.462  -4.244  0.118
H  0.332  0.534  -5.834  0.121
H  3.409  0.470  -4.642  0.064
H  2.762  1.036  -6.085  0.085
H  3.849  -0.425  -6.081  0.092
H  0.072  -1.194  -2.770  0.030
H  1.142  -1.965  -3.665  0.063
C  5.520  0.880  3.447  -0.062
C  6.120  2.226  2.904  -0.387
C  5.011  2.897  1.962  -0.187
O  3.956  3.483  2.745  -0.180
C  2.914  3.898  1.861  -0.116
N  6.400  3.030  4.089  0.028
H  4.691  1.007  4.143  0.074
H  6.387  0.361  3.855  0.073
H  4.986  0.301  2.693  0.065
H  7.057  2.088  2.366  0.114
H  4.640  2.195  1.215  0.102
H  5.473  3.718  1.414  0.115
H  2.175  4.534  2.347  0.091
H  2.327  3.080  1.443  0.060
H  3.194  4.254  0.869  0.083
H  6.546  4.007  3.878  0.069
H  5.508  3.120  4.554  0.059
C  8.936  0.670  -0.547  -0.060
C  7.464  0.219  -0.206  -0.394
C  6.576  0.323  -1.498  -0.141
O  6.779  1.604  -2.117  -0.206
C  5.747  1.991  -2.885  -0.164
N  7.473  -1.120  0.357  0.024
H  9.634  0.575  0.285  0.064
H  9.020  1.716  -0.840  0.066
H  9.434  0.013  -1.261  0.072
H  7.141  0.698  0.718  0.100
H  5.534  0.293  -1.179  0.106
H  6.831  -0.460  -2.211  0.130
H  5.699  1.307  -3.733  0.084
H  6.112  2.905  -3.354  0.097
H  4.835  2.110  -2.301  0.087
H  7.987  -1.754  -0.238  0.071
H  7.776  -1.028  1.316  0.070
C  -5.196  -4.857  -2.639  -0.823
O  -5.622  -4.867  -3.731  0.083
N  -4.768  -5.901  -1.908  0.147
N  -5.115  -3.836  -1.856  0.154
H  -5.087  -6.808  -2.215  0.106
H  -4.339  -5.719  -1.012  0.074
H  -5.404  -3.038  -2.402  0.117
H  -4.487  -3.759  -1.069  0.049
C  -3.576  0.534  4.855  -0.828
O  -3.138  1.227  3.984  0.042
N  -4.220  -0.576  4.690  0.178
N  -3.547  0.964  6.067  0.168
H  -4.452  -0.869  3.751  0.107
H  -4.861  -0.821  5.431  0.109
H  -3.172  1.901  6.100  0.129
H  -4.098  0.547  6.803  0.113
C  1.428  -4.418  -0.258  -0.843
O  2.475  -4.986  -0.204  0.048
N  1.049  -3.494  0.567  0.156
N  0.516  -4.541  -1.157  0.173
H  1.536  -3.283  1.426  0.118
H  0.273  -2.906  0.299  0.032
H  0.630  -5.297  -1.817  0.127
H  -0.331  -4.023  -0.973  0.074
C  -3.543  -4.466  1.662  -0.800
O  -3.829  -4.075  0.565  0.004
N  -4.264  -4.250  2.709  0.194
N  -2.475  -5.160  1.874  0.203
H  -5.077  -3.720  2.428  0.134
H  -4.065  -4.870  3.481  0.124
H  -1.980  -5.435  1.038  0.129
H  -2.351  -5.600  2.774  0.121